{"formula": "C6H8", "method": "ωB97M-V/def2-TZVPD", "largest_force_ev_per_a": 7.739, "energy_ha": -233.08497, "mol_weight_g_mol": 80.13, "e_above_lowest_kcal_mol": 101.63, "lumo_ev": [1.03, -2.33], "multiplicity": 3, "elements": ["C", "C", "C", "C", "C", "C", "H", "H", "H", "H", "H", "H", "H", "H"], "coordinates": [[-0.379, -2.145, -0.744], [0.282, -1.541, 0.041], [-0.622, 1.185, -0.626], [0.111, 0.870, -1.649], [-1.296, 1.735, 0.304], [0.829, -1.048, 1.257], [-0.791, -2.373, -1.686], [0.585, -0.109, -1.727], [0.277, 1.578, -2.464], [-2.357, 1.519, 0.523], [-0.755, 2.342, 0.979], [0.605, 0.030, 1.179], [1.873, -1.224, 1.398], [0.398, -1.488, 2.135]], "forces_ev_per_angstrom": [[-0.24, -0.08, -1.61], [-0.07, -1.45, 1.28], [-3.95, 0.22, 3.44], [4.74, -1.61, -5.90], [-1.52, 0.15, 0.92], [0.20, 1.63, 0.19], [-0.43, -0.47, -0.24], [-0.95, 0.07, -0.79], [1.05, 0.33, 0.58], [0.59, -0.71, 0.73], [-0.01, 2.21, 0.58], [0.46, -0.28, 0.89], [0.90, 0.11, -0.38], [-0.78, -0.11, 0.32]], "nbo_charge": [-0.2540, 0.0021, 0.0724, -0.3590, -0.5052, -0.7066, 0.2303, 0.2117, 0.1814, 0.2084, 0.1946, 0.2470, 0.2344, 0.2426]}


{"formula": "C36H74ClNO14S6", "method": "ωB97M-V/def2-TZVPD", "largest_force_ev_per_a": 0.313, "energy_ha": -5373.45556, "mol_weight_g_mol": 972.84, "smiles": "CCO[C@@H](CCCCN)COCC[C@@H](C)Cl.O=S1(=O)CCCC1.O=S1(=O)CCCC1.O=S1(=O)CCCC1.O=S1(=O)CCCC1.O=S1(=O)CCCC1.O=S1(=O)CCCC1", "lumo_ev": 0.37, "elements": ["C", "C", "O", "C", "C", "C", "C", "C", "N", "C", "O", "C", "C", "C", "C", "Cl", "H", "H", "H", "H", "H", "H", "H", "H", "H", "H", "H", "H", "H", "H", "H", "H", "H", "H", "H", "H", "H", "H", "H", "H", "H", "H", "O", "S", "O", "C", "C", "C", "C", "H", "H", "H", "H", "H", "H", "H", "H", "O", "S", "O", "C", "C", "C", "C", "H", "H", "H", "H", "H", "H", "H", "H", "O", "S", "O", "C", "C", "C", "C", "H", "H", "H", "H", "H", "H", "H", "H", "O", "S", "O", "C", "C", "C", "C", "H", "H", "H", "H", "H", "H", "H", "H", "O", "S", "O", "C", "C", "C", "C", "H", "H", "H", "H", "H", "H", "H", "H", "O", "S", "O", "C", "C", "C", "C", "H", "H", "H", "H", "H", "H", "H", "H"], "coordinates": [[-2.583, 1.114, 1.753], [-1.338, 1.312, 2.614], [-0.206, 1.789, 1.902], [-0.354, 3.093, 1.366], [0.944, 3.868, 1.627], [0.776, 4.967, 2.682], [0.318, 6.290, 2.056], [0.736, 7.532, 2.853], [-0.364, 8.493, 2.961], [-0.786, 3.076, -0.118], [-0.468, 1.840, -0.729], [-0.699, 1.831, -2.122], [-2.157, 2.071, -2.513], [-2.443, 1.536, -3.907], [-2.252, 0.033, -4.047], [-4.151, 1.978, -4.327], [-3.212, 2.004, 1.705], [-2.283, 0.852, 0.738], [-3.185, 0.292, 2.141], [-1.027, 0.372, 3.065], [-1.547, 1.996, 3.444], [-1.172, 3.586, 1.907], [1.289, 4.331, 0.698], [1.724, 3.163, 1.911], [0.014, 4.648, 3.399], [1.695, 5.109, 3.253], [0.704, 6.360, 1.036], [-0.772, 6.309, 1.966], [1.548, 8.042, 2.332], [1.128, 7.217, 3.828], [-0.052, 9.358, 3.383], [-1.102, 8.122, 3.548], [-0.267, 3.882, -0.655], [-1.860, 3.275, -0.199], [-0.381, 0.844, -2.462], [-0.051, 2.570, -2.616], [-2.811, 1.568, -1.796], [-2.393, 3.134, -2.482], [-1.849, 2.072, -4.646], [-2.963, -0.382, -4.753], [-2.393, -0.469, -3.089], [-1.263, -0.202, -4.438], [4.634, 3.473, 2.422], [4.527, 3.145, 3.824], [3.901, 4.073, 4.730], [3.800, 1.519, 3.986], [4.990, 0.568, 3.935], [6.069, 1.206, 4.821], [6.163, 2.686, 4.431], [3.082, 1.385, 3.179], [3.293, 1.470, 4.951], [4.710, -0.426, 4.280], [5.351, 0.475, 2.908], [5.777, 1.118, 5.869], [7.032, 0.712, 4.704], [6.406, 3.344, 5.261], [6.858, 2.853, 3.610], [0.681, -2.923, 2.392], [1.882, -2.245, 1.962], [2.968, -2.080, 2.901], [2.474, -3.009, 0.451], [1.776, -2.221, -0.655], [1.856, -0.744, -0.238], [1.440, -0.669, 1.230], [2.230, -4.068, 0.485], [3.555, -2.872, 0.425], [2.244, -2.399, -1.622], [0.731, -2.532, -0.725], [2.881, -0.385, -0.355], [1.211, -0.105, -0.837], [1.948, 0.112, 1.789], [0.367, -0.546, 1.348], [-4.479, -2.891, -7.374], [-3.528, -1.854, -7.679], [-2.412, -1.628, -6.791], [-2.946, -2.062, -9.358], [-3.928, -1.254, -10.198], [-4.161, 0.054, -9.430], [-4.411, -0.309, -7.962], [-2.922, -3.122, -9.596], [-1.942, -1.645, -9.395], [-3.540, -1.065, -11.195], [-4.866, -1.806, -10.294], [-3.273, 0.684, -9.514], [-4.998, 0.618, -9.838], [-4.037, 0.427, -7.254], [-5.461, -0.512, -7.757], [1.760, 0.262, 6.982], [0.637, -0.057, 6.132], [0.149, 0.938, 5.208], [0.968, -1.593, 5.274], [0.424, -2.668, 6.208], [-0.923, -2.138, 6.714], [-0.713, -0.682, 7.147], [2.036, -1.658, 5.077], [0.420, -1.567, 4.331], [0.316, -3.621, 5.695], [1.105, -2.816, 7.049], [-1.659, -2.186, 5.909], [-1.304, -2.734, 7.542], [-1.577, -0.044, 6.978], [-0.388, -0.599, 8.182], [0.555, -5.056, 8.715], [-0.597, -5.708, 8.147], [-0.996, -5.422, 6.793], [-0.452, -7.479, 8.376], [-1.105, -7.735, 9.729], [-2.380, -6.880, 9.752], [-1.999, -5.480, 9.259], [0.602, -7.743, 8.324], [-1.000, -7.950, 7.561], [-1.323, -8.793, 9.868], [-0.430, -7.424, 10.530], [-3.124, -7.317, 9.084], [-2.818, -6.834, 10.748], [-2.790, -4.988, 8.699], [-1.657, -4.834, 10.066], [-1.853, 0.372, -12.392], [-0.849, -0.662, -12.336], [-1.224, -2.039, -12.522], [0.490, -0.215, -13.441], [1.430, 0.616, -12.577], [1.525, -0.116, -11.233], [0.097, -0.474, -10.807], [0.064, 0.318, -14.288], [0.954, -1.144, -13.773], [2.405, 0.725, -13.050], [1.014, 1.616, -12.433], [2.113, -1.027, -11.352], [2.012, 0.493, -10.473], [0.041, -1.410, -10.257], [-0.376, 0.326, -10.239]], "forces_ev_per_angstrom": [[0.12, -0.09, -0.15], [-0.14, 0.11, 0.03], [-0.18, 0.02, 0.00], [0.01, -0.02, -0.01], [0.03, 0.07, -0.08], [-0.10, -0.01, -0.18], [-0.03, 0.08, 0.14], [-0.05, 0.04, 0.03], [-0.06, 0.05, -0.08], [0.06, -0.03, -0.12], [0.01, -0.02, 0.03], [0.08, 0.04, -0.02], [0.12, -0.01, 0.01], [-0.09, 0.04, 0.02], [-0.11, 0.01, -0.04], [-0.04, 0.01, -0.01], [0.03, 0.03, -0.01], [-0.01, -0.07, -0.01], [-0.08, 0.05, 0.07], [0.06, -0.02, -0.07], [0.01, -0.05, 0.04], [0.07, 0.12, 0.01], [0.07, -0.02, 0.03], [-0.07, -0.11, 0.09], [0.16, -0.06, 0.18], [0.11, 0.00, -0.14], [0.00, 0.06, 0.00], [-0.02, -0.06, -0.06], [0.09, -0.04, 0.06], [-0.02, 0.01, 0.01], [0.00, -0.04, 0.03], [0.02, 0.01, 0.00], [-0.06, 0.05, 0.03], [-0.05, -0.10, 0.02], [0.00, -0.03, 0.04], [-0.03, 0.02, 0.00], [0.01, -0.06, -0.02], [-0.03, 0.05, 0.02], [0.02, -0.01, -0.02], [0.05, -0.03, -0.04], [0.00, 0.00, 0.01], [0.06, -0.01, 0.10], [-0.03, 0.02, -0.05], [-0.01, -0.11, 0.08], [-0.01, 0.10, -0.04], [-0.04, -0.20, 0.04], [0.04, 0.01, 0.02], [-0.02, 0.03, -0.03], [0.05, -0.06, 0.08], [-0.03, 0.10, 0.04], [-0.04, 0.07, -0.01], [-0.01, 0.01, -0.03], [0.00, 0.00, -0.01], [-0.03, 0.01, 0.00], [0.01, 0.00, 0.01], [0.00, 0.03, -0.01], [-0.04, 0.01, -0.04], [-0.03, -0.09, -0.02], [0.07, 0.06, -0.19], [0.10, -0.04, -0.05], [-0.01, 0.00, -0.08], [-0.02, 0.03, 0.03], [0.03, -0.08, 0.00], [0.05, 0.09, 0.01], [-0.01, 0.00, 0.04], [0.00, 0.01, 0.02], [0.00, 0.00, 0.00], [0.00, -0.01, 0.00], [0.01, -0.02, 0.01], [-0.01, 0.03, 0.00], [-0.09, 0.02, 0.01], [0.00, -0.02, -0.01], [-0.02, -0.05, 0.01], [-0.02, 0.08, 0.01], [0.06, -0.05, -0.05], [-0.07, -0.01, -0.16], [-0.09, 0.04, 0.04], [0.01, -0.03, 0.03], [0.01, 0.08, -0.06], [0.02, -0.02, 0.08], [-0.01, 0.00, 0.02], [-0.01, -0.03, -0.01], [0.00, -0.01, 0.01], [0.01, -0.01, 0.00], [0.01, 0.01, -0.01], [-0.02, -0.02, 0.03], [0.00, -0.05, 0.00], [0.05, 0.07, 0.03], [0.09, -0.27, -0.12], [0.03, 0.12, 0.04], [-0.05, 0.07, 0.19], [0.07, 0.11, -0.04], [0.00, 0.02, 0.01], [-0.08, -0.06, 0.03], [-0.06, 0.04, 0.00], [0.00, 0.00, 0.11], [-0.02, 0.04, 0.01], [0.00, -0.02, -0.01], [0.01, 0.00, -0.01], [0.00, 0.00, -0.01], [0.02, 0.04, 0.01], [0.05, 0.00, -0.01], [0.04, 0.03, -0.01], [-0.18, -0.10, -0.02], [0.02, -0.01, -0.01], [0.03, -0.06, 0.10], [0.00, 0.04, 0.00], [0.03, 0.02, -0.02], [-0.07, -0.07, 0.05], [0.01, 0.04, -0.03], [0.00, 0.01, -0.01], [-0.01, 0.00, 0.01], [0.01, 0.00, 0.00], [0.01, 0.00, -0.02], [-0.01, -0.01, 0.00], [0.02, 0.03, -0.01], [0.05, 0.00, -0.01], [-0.07, 0.00, 0.05], [0.28, 0.08, 0.04], [-0.08, -0.03, 0.01], [0.04, 0.01, -0.06], [-0.03, 0.00, 0.03], [-0.03, 0.02, -0.01], [0.13, 0.00, 0.00], [-0.04, -0.03, 0.00], [-0.01, -0.01, 0.00], [0.01, 0.00, 0.01], [0.00, 0.00, -0.01], [-0.01, -0.01, -0.02], [0.01, -0.01, 0.00], [-0.03, 0.00, 0.00], [-0.04, 0.00, -0.03]], "lowdin_charge": [-0.0556, -0.2575, -0.1363, -0.2963, -0.1200, -0.1847, -0.1978, -0.2900, -0.0257, -0.1499, -0.1471, -0.2140, -0.2352, -0.7136, -0.1263, 0.5810, 0.0750, 0.0667, 0.0754, 0.0950, 0.1152, 0.1401, 0.1076, 0.1016, 0.1169, 0.0959, 0.1034, 0.1049, 0.1077, 0.1040, 0.0566, 0.0608, 0.1273, 0.1165, 0.1102, 0.1339, 0.1206, 0.1048, 0.0990, 0.0354, 0.0896, 0.0815, -0.3296, 0.6570, -0.3226, -0.2206, -0.2155, -0.2086, -0.2181, 0.0844, 0.0990, 0.1056, 0.1204, 0.1190, 0.1119, 0.0999, 0.1008, -0.3198, 0.6716, -0.3317, -0.2252, -0.2124, -0.1886, -0.2045, 0.1066, 0.1066, 0.1142, 0.1207, 0.1223, 0.0953, 0.0877, 0.0959, -0.3160, 0.6665, -0.3368, -0.2243, -0.2118, -0.2029, -0.2118, 0.1151, 0.0731, 0.0854, 0.1240, 0.1115, 0.1169, 0.0835, 0.1064, -0.3260, 0.6673, -0.3261, -0.2326, -0.2122, -0.2088, -0.2100, 0.0908, 0.0779, 0.1047, 0.1171, 0.1227, 0.0934, 0.0998, 0.1029, -0.3135, 0.6578, -0.3195, -0.2272, -0.2194, -0.2124, -0.2196, 0.1088, 0.1082, 0.1152, 0.1198, 0.1172, 0.1138, 0.1016, 0.1051, -0.3212, 0.6556, -0.3170, -0.2281, -0.2188, -0.2090, -0.2233, 0.1087, 0.1091, 0.1161, 0.1204, 0.1185, 0.1155, 0.0941, 0.1052]}


{"formula": "C6H10O", "method": "ωB97M-V/def2-TZVPD", "largest_force_ev_per_a": 1.951, "energy_ha": -309.77523, "mol_weight_g_mol": 98.14, "smiles": "C=CCCC(C)=O", "e_above_lowest_kcal_mol": 42.13, "lumo_ev": 0.91, "elements": ["C", "C", "C", "C", "C", "C", "O", "H", "H", "H", "H", "H", "H", "H", "H", "H", "H"], "coordinates": [[-0.561, -1.688, 0.670], [-1.111, -1.152, -0.427], [-1.642, 0.261, -0.259], [-0.410, 1.045, 0.254], [0.772, 0.348, -0.400], [2.171, 0.676, 0.006], [0.563, -0.248, -1.441], [-0.995, -1.400, 1.620], [-0.010, -2.612, 0.602], [-1.177, -1.726, -1.346], [-2.437, 0.228, 0.491], [-2.034, 0.694, -1.185], [-0.338, 2.073, -0.135], [-0.336, 1.106, 1.348], [2.298, 1.709, -0.338], [2.868, 0.037, -0.538], [2.379, 0.650, 1.078]], "forces_ev_per_angstrom": [[-1.45, -1.19, -0.23], [-1.29, -1.00, 1.07], [-0.11, -0.19, 0.08], [0.01, -0.10, -0.17], [0.41, 1.06, -1.26], [0.22, 0.09, 0.05], [1.41, 0.76, -0.08], [0.88, 0.49, 0.35], [-0.15, -0.33, 0.19], [0.29, 0.53, -0.10], [0.00, 0.28, -0.09], [0.08, -0.17, 0.19], [-0.21, -0.09, 0.15], [-0.02, -0.16, -0.30], [0.24, -0.02, 0.12], [-0.08, 0.09, 0.09], [-0.23, -0.04, -0.07]], "nbo_charge": [-0.5598, -0.0628, -0.4536, -0.5123, 0.6535, -0.7164, -0.5692, 0.1946, 0.2003, 0.2110, 0.2223, 0.2216, 0.2326, 0.2288, 0.2403, 0.2402, 0.2290]}